No. 1
{
  "formula": "C25H38NO3PdSi",
  "method": "ωB97M-V with the def2-TZVPD basis set",
  "elements": ["Pd", "C", "O", "C", "C", "O", "C", "C", "O", "C", "H", "H", "H", "H", "H", "H", "H", "H", "H", "H", "H", "H", "H", "H", "C", "Si", "C", "N", "C", "C", "C", "C", "C", "C", "C", "C", "C", "C", "C", "C", "C", "C", "C", "C", "C", "H", "H", "H", "H", "H", "H", "H", "H", "H", "H", "H", "H", "H", "H", "H", "H", "H", "H", "H", "H", "H", "H", "H", "H"],
  "xyz": [[0.103, 0.211, -0.429], [-0.594, 3.345, 0.743], [-1.152, 2.060, 0.483], [-2.328, 1.834, 1.246], [-2.906, 0.473, 0.890], [-1.940, -0.563, 0.884], [-1.569, -1.104, 2.146], [-0.380, -0.423, 2.803], [0.712, -0.383, 1.902], [1.865, 0.160, 2.534], [-1.326, 4.127, 0.531], [0.270, 3.469, 0.094], [-0.278, 3.428, 1.787], [-3.074, 2.600, 1.012], [-2.097, 1.903, 2.315], [-3.304, 0.507, -0.125], [-3.719, 0.236, 1.583], [-1.311, -2.148, 1.962], [-2.418, -1.076, 2.836], [-0.109, -1.010, 3.689], [-0.624, 0.593, 3.134], [2.116, -0.416, 3.428], [1.700, 1.205, 2.816], [2.689, 0.104, 1.831], [2.059, 1.014, -0.890], [1.988, 0.316, -2.614], [1.536, -1.551, -2.454], [0.391, -1.714, -1.546], [-0.882, -1.213, -2.084], [-2.035, -2.191, -1.907], [-1.589, -3.541, -2.474], [-0.363, -4.081, -1.709], [0.283, -2.991, -0.840], [3.690, 0.372, -3.422], [4.010, 1.337, -4.378], [5.297, 1.434, -4.889], [6.287, 0.569, -4.447], [5.989, -0.389, -3.488], [4.703, -0.482, -2.980], [0.727, 1.212, -3.693], [0.680, 0.980, -5.069], [-0.210, 1.671, -5.879], [-1.062, 2.616, -5.328], [-1.026, 2.865, -3.963], [-0.138, 2.170, -3.157], [2.075, 2.097, -0.786], [2.809, 0.548, -0.255], [2.393, -2.079, -2.032], [1.336, -1.993, -3.439], [-0.766, -1.001, -3.148], [-1.105, -0.216, -1.591], [-2.904, -1.814, -2.448], [-2.317, -2.286, -0.859], [-1.340, -3.403, -3.529], [-2.414, -4.251, -2.436], [0.377, -4.469, -2.410], [-0.649, -4.904, -1.053], [1.278, -3.298, -0.526], [-0.308, -2.832, 0.062], [3.248, 2.024, -4.727], [5.530, 2.186, -5.631], [7.290, 0.641, -4.846], [6.761, -1.061, -3.134], [4.490, -1.232, -2.223], [1.347, 0.247, -5.511], [-0.231, 1.476, -6.944], [-1.745, 3.166, -5.962], [-1.681, 3.612, -3.532], [-0.111, 2.381, -2.092]],
  "total_charge": 1
}

***

No. 2
{
  "formula": "C30H53N5O3",
  "method": "ωB97M-V with the def2-TZVPD basis set",
  "elements": ["C", "C", "C", "C", "C", "N", "N", "C", "N", "C", "C", "C", "C", "C", "O", "C", "C", "N", "C", "C", "O", "C", "C", "C", "C", "C", "C", "H", "H", "H", "H", "H", "H", "H", "H", "H", "H", "H", "H", "H", "H", "H", "H", "H", "H", "H", "H", "H", "H", "H", "H", "H", "H", "H", "H", "H", "H", "H", "H", "H", "H", "H", "C", "C", "C", "C", "C", "C", "N", "O", "C", "C", "C", "H", "H", "H", "H", "H", "H", "H", "H", "H", "H", "H", "H", "H", "H", "H", "H", "H", "H"],
  "xyz": [[3.612, -3.715, 2.667], [5.140, -4.218, 2.740], [6.238, -3.044, 2.625], [6.075, -2.098, 1.340], [6.596, -2.801, -0.044], [5.413, -2.865, -0.948], [4.490, -3.819, -0.645], [3.442, -3.631, -1.634], [2.394, -4.461, -1.486], [1.212, -4.365, -2.393], [-0.099, -4.318, -1.425], [0.196, -3.222, -0.257], [-1.095, -2.356, 0.159], [-1.333, -2.212, 1.740], [-0.893, -0.963, 2.311], [-1.708, 0.159, 1.879], [-2.104, 1.185, 3.040], [3.718, -2.579, -2.581], [5.035, -2.099, -2.113], [5.914, -0.920, -2.779], [5.065, 0.186, -3.141], [5.244, 1.307, -2.274], [5.483, 1.195, -0.725], [5.718, 2.434, 0.179], [5.716, 3.870, -0.420], [5.452, 4.014, -1.966], [5.225, 2.757, -2.879], [3.470, -2.591, 2.802], [3.086, -3.996, 1.673], [3.021, -4.279, 3.485], [5.318, -5.083, 1.990], [5.292, -4.697, 3.780], [7.266, -3.547, 2.718], [6.128, -2.366, 3.557], [4.972, -1.815, 1.214], [6.650, -1.122, 1.542], [7.495, -2.260, -0.493], [6.921, -3.896, 0.146], [4.454, -4.539, 0.084], [2.399, -5.167, -0.729], [1.226, -5.272, -3.083], [1.211, -3.372, -2.973], [-0.181, -5.340, -0.888], [-1.052, -4.046, -1.992], [0.564, -3.755, 0.697], [1.002, -2.468, -0.598], [-0.969, -1.304, -0.306], [-2.018, -2.840, -0.308], [-0.855, -3.067, 2.358], [-2.470, -2.294, 1.925], [-1.077, 0.756, 1.116], [-2.653, -0.186, 1.324], [-2.678, 0.712, 3.915], [-1.206, 1.792, 3.429], [-2.845, 1.947, 2.554], [6.327, -1.363, -3.766], [6.830, -0.638, -2.157], [5.484, 0.158, -0.239], [5.906, 2.302, 1.295], [5.895, 4.792, 0.223], [5.457, 5.074, -2.397], [5.051, 2.962, -3.994], [-6.880, 4.823, 1.473], [-6.767, 3.383, 0.933], [-7.949, 3.093, -0.020], [-7.893, 3.813, -1.363], [-6.474, 4.129, -1.828], [-5.376, 3.233, -1.212], [-5.464, 3.334, 0.247], [-4.506, 2.585, 0.902], [-4.026, 3.826, -1.670], [-5.489, 1.805, -1.782], [-6.948, 2.426, 2.133], [-6.075, 5.041, 2.180], [-7.830, 4.981, 1.998], [-6.822, 5.566, 0.673], [-8.001, 2.015, -0.212], [-8.900, 3.339, 0.471], [-8.402, 3.197, -2.113], [-8.465, 4.746, -1.309], [-6.439, 4.084, -2.923], [-6.261, 5.174, -1.577], [-3.875, 4.826, -1.252], [-3.989, 3.917, -2.762], [-3.179, 3.202, -1.368], [-5.405, 1.820, -2.876], [-6.441, 1.323, -1.542], [-4.690, 1.157, -1.411], [-7.926, 2.579, 2.604], [-6.197, 2.593, 2.909], [-6.896, 1.379, 1.821]],
  "total_charge": 0
}

***

These records have E values of -1672.95892; -1673.83639 a.u., in the order they appear.